(1)
{
  "formula": "C22H39N2O2P3Ru",
  "method": "ωB97M-V/def2-TZVPD",
  "charge": 4,
  "energy_ev": -60925.2932,
  "lumo_energy_ev": [-13.03, -16.32],
  "e_above_lowest_kj_mol": 18.5,
  "multiplicity": 5,
  "species": ["P", "C", "H", "H", "H", "C", "H", "H", "H", "C", "H", "H", "H", "P", "C", "H", "H", "H", "C", "H", "H", "H", "C", "H", "H", "H", "P", "C", "H", "H", "H", "C", "H", "H", "H", "C", "H", "H", "H", "Ru", "C", "O", "C", "O", "C", "C", "C", "C", "C", "C", "H", "H", "H", "H", "H", "H", "N", "C", "C", "C", "C", "C", "N", "H", "H", "H", "H", "H", "H"],
  "positions_angstrom": [[-0.6694, -1.9684, -1.5771], [-2.3443, -1.8556, -2.3636], [-2.5707, -2.7774, -2.9124], [-2.3782, -1.0111, -3.0580], [-3.0954, -1.7163, -1.5806], [0.2920, -2.2555, -3.1205], [1.2759, -2.6666, -2.8710], [0.4134, -1.3027, -3.6470], [-0.2295, -2.9657, -3.7777], [-0.8594, -3.6986, -0.9847], [-1.0436, -4.3854, -1.8242], [-1.7034, -3.7453, -0.2852], [0.0673, -3.9762, -0.4678], [-0.1516, -0.8356, 3.0820], [-1.8124, -0.6620, 3.8785], [-1.7180, -0.7639, 4.9682], [-2.4852, -1.4426, 3.5043], [-2.2314, 0.3260, 3.6514], [0.2419, -2.5204, 3.6311], [1.3116, -2.7172, 3.5105], [-0.3405, -3.2238, 3.0248], [-0.0297, -2.6481, 4.6889], [0.8009, 0.2588, 4.1868], [0.7672, -0.1049, 5.2238], [0.3855, 1.2729, 4.1544], [1.8382, 0.2737, 3.8351], [1.0923, 2.3588, -0.2912], [-0.0465, 3.8141, -0.2754], [0.4290, 4.6714, -0.7671], [-0.2935, 4.0800, 0.7565], [-0.9666, 3.5612, -0.8113], [2.4725, 3.1334, 0.6390], [2.6340, 4.1649, 0.2962], [3.3881, 2.5538, 0.4784], [2.2089, 3.1331, 1.7025], [1.7457, 2.6217, -1.9987], [2.2814, 3.5776, -2.0984], [0.9045, 2.5939, -2.7021], [2.4342, 1.7992, -2.2220], [-0.1685, -0.1293, 0.7040], [-1.7196, -1.1160, 0.8080], [-2.7315, -1.7105, 0.9626], [-0.6753, 1.4002, 1.5974], [-1.0550, 2.3024, 2.2635], [3.5599, -0.2882, 1.1193], [3.5689, -0.2066, -0.2728], [3.1295, -1.2842, -1.0358], [2.6630, -2.4384, -0.4070], [2.6528, -2.5191, 0.9814], [3.0911, -1.4380, 1.7453], [3.8772, 0.5663, 1.7229], [3.9311, 0.6996, -0.7652], [3.1165, -1.2077, -2.1263], [2.3124, -3.2839, -1.0046], [2.2592, -3.4148, 1.4683], [3.0789, -1.4986, 2.8365], [-0.5340, 0.8612, -2.8437], [-1.6781, 1.2722, -2.2436], [-2.6472, 1.9007, -3.0537], [-3.8349, 2.3137, -2.4667], [-4.0091, 2.0629, -1.1052], [-3.0025, 1.4194, -0.3843], [-1.8270, 1.0677, -0.9212], [0.1737, 0.4318, -2.2642], [-0.4110, 0.8798, -3.8414], [-2.4349, 2.0478, -4.1122], [-4.6165, 2.8222, -3.0462], [-4.9207, 2.3525, -0.5690], [-3.1639, 1.1833, 0.6777]]
}


(2)
{
  "formula": "C2H4N2S3",
  "method": "ωB97M-V/def2-TZVPD",
  "charge": 0,
  "energy_ev": -37620.0702,
  "lumo_energy_ev": [-0.96, -2.49],
  "e_above_lowest_kj_mol": 420.1,
  "species": ["C", "C", "N", "N", "S", "S", "S", "H", "H", "H", "H"],
  "positions_angstrom": [[1.0814, -1.5697, -0.0020], [-1.2200, 0.9230, 0.1768], [0.1904, -2.0443, -0.6042], [0.1295, 0.8530, 0.3222], [2.5809, -1.2770, 0.3056], [-2.3532, -0.5451, 0.0597], [1.2903, 1.7592, -0.1916], [-1.7216, 1.3661, 1.1019], [-1.5653, 1.5378, -0.6012], [-0.6981, -1.6426, -0.5782], [2.2855, 0.6395, 0.0111]]
}